Record 1
Entry from the OMol25 dataset: a structure of composition C8H24CeOP2 at a distorted geometry (wB97M-V/def2-TZVPD).

Element x y z (Å)
Ce -0.313 -0.254 -0.023
H 2.113 0.798 1.576
H 2.370 0.100 1.440
P -0.978 1.865 1.946
P 0.793 -1.494 -2.275
C -0.005 -3.039 -2.848
H 0.445 -3.345 -3.798
H 0.155 -3.823 -2.094
H -1.084 -2.892 -2.982
C 0.436 -0.341 -3.655
H 0.991 0.589 -3.478
H 0.736 -0.801 -4.608
H -0.641 -0.123 -3.654
C 2.551 -1.895 -2.578
H 2.896 -2.591 -1.800
H 2.656 -2.362 -3.564
H 3.168 -0.989 -2.541
C -1.658 3.286 1.004
H -1.935 4.109 1.673
H -0.905 3.636 0.288
H -2.538 2.964 0.435
C -2.314 1.592 3.159
H -1.949 0.888 3.916
H -2.592 2.542 3.637
H -3.191 1.150 2.676
C 0.248 2.745 2.990
H 1.068 3.116 2.365
H -0.220 3.584 3.523
H 0.665 2.028 3.709
C -2.185 -1.155 1.178
O -3.091 -1.708 1.650
H 0.402 1.270 -0.840
C 0.869 -2.114 0.768
H 0.817 -2.064 1.875
H 1.930 -2.269 0.485
H 0.292 -3.003 0.447

Calculated values
Molar mass ... 338.34 g/mol
DFT total energy ... -42228.96184 eV
Spin multiplicity ... 2
Net charge ... +1

Record 2
Entry from the OMol25 dataset: a structure of composition C47H39FN11O3W at a distorted geometry (wB97M-V/def2-TZVPD).

Element x y z (Å)
W -0.340 -0.097 -0.323
C 1.010 -0.564 -4.120
C 1.237 -0.611 -2.632
N 0.649 0.500 -1.942
C 0.340 1.638 -2.677
C 0.424 1.643 -4.021
N 0.716 0.498 -4.755
C -0.289 2.604 -1.802
C -0.595 3.924 -2.090
C -1.191 4.727 -1.128
C -1.394 4.149 0.143
C -1.064 2.841 0.372
N -0.565 2.045 -0.608
C -1.060 2.214 1.695
C -1.518 2.805 2.870
N -1.351 2.235 4.050
C -0.729 1.065 4.084
C -0.312 0.425 2.927
N -0.480 1.002 1.735
C -1.544 6.131 -1.398
C -1.655 7.068 -0.373
C -1.971 8.381 -0.696
N -2.186 8.796 -1.937
C -2.093 7.904 -2.915
C -1.773 6.571 -2.701
H 1.195 -1.478 -4.679
H 2.323 -0.641 -2.461
H 0.171 2.525 -4.594
H -0.326 4.317 -3.060
H -1.803 4.747 0.943
H -2.035 3.756 2.859
H -0.562 0.612 5.053
H 0.144 -0.554 2.944
H -1.473 6.828 0.666
H -2.048 9.128 0.084
H -2.284 8.263 -3.919
H -1.747 5.902 -3.551
C -3.068 -2.029 -5.006
C -2.161 -3.019 -4.646
C -1.384 -2.878 -3.509
C -1.506 -1.724 -2.737
C -2.412 -0.726 -3.093
C -3.197 -0.891 -4.225
N -0.677 -1.557 -1.597
N 0.708 -1.786 -1.885
C 1.550 -1.969 -0.686
C 2.384 -3.069 -0.566
C 3.217 -3.125 0.540
C 3.206 -2.110 1.494
C 2.326 -1.042 1.390
C 1.485 -0.971 0.281
H -3.671 -2.145 -5.896
H -2.063 -3.908 -5.254
H -0.679 -3.647 -3.222
H -2.503 0.172 -2.493
H -3.900 -0.118 -4.506
H 2.396 -3.831 -1.335
H 3.902 -3.954 0.654
H 3.896 -2.159 2.326
H 2.331 -0.269 2.148
F 0.247 -6.192 2.764
C -0.866 -5.443 2.800
C -0.826 -4.209 2.227
C -1.973 -3.405 2.192
C -1.907 -2.119 1.534
O -0.792 -1.731 1.053
C -3.097 -1.381 1.507
C -4.224 -1.879 2.125
N -4.302 -3.062 2.736
C -5.627 -3.389 3.285
C -5.891 -4.081 4.582
C -6.264 -4.739 3.271
C -3.163 -3.877 2.774
C -3.162 -5.140 3.381
C -2.039 -5.957 3.396
N -2.108 -7.218 4.003
C -0.901 -7.987 4.320
C -1.293 -9.214 5.151
N -2.526 -8.892 5.944
C -3.723 -8.720 5.033
C -3.241 -8.093 3.722
C -3.200 -0.073 0.827
O -4.074 0.723 1.013
O -2.241 0.133 -0.100
H 0.089 -3.863 1.762
H -5.120 -1.273 2.112
H -6.286 -2.566 3.061
H -6.683 -3.668 5.189
H -5.063 -4.473 5.154
H -7.307 -4.770 2.992
H -5.695 -5.590 2.925
H -4.045 -5.502 3.875
H -0.218 -7.357 4.889
H -0.369 -8.345 3.436
H -0.500 -9.504 5.836
H -1.548 -10.074 4.534
H -2.373 -8.024 6.459
H -2.710 -9.621 6.635
H -4.432 -8.086 5.562
H -4.164 -9.703 4.883
H -4.058 -7.543 3.266
H -2.954 -8.870 3.005

Calculated values
Molar mass ... 1008.74 g/mol
DFT total energy ... -76424.57711 eV
Energy relative to the best compared isomer or geometry (same formula, charge and spin) ... 0.000 eV
Net charge ... +3

Record 3
Entry from the OMol25 dataset: a cluster of 2 separate species, C24H32OS2 in total at a distorted geometry (wB97M-V/def2-TZVPD).

Element x y z (Å)
C 1.959 -2.856 2.167
C 0.664 -2.350 1.528
C 0.746 -2.581 0.018
C -0.491 -3.152 2.115
C 0.426 -0.853 1.810
C -0.838 -0.210 1.424
O -1.857 -0.886 1.104
C -0.867 1.260 1.510
C -2.035 2.069 0.910
C -1.957 3.555 1.275
C -3.348 1.520 1.461
C -2.013 1.950 -0.614
C 0.137 1.917 2.206
C 1.242 1.249 2.728
C 1.380 -0.116 2.496
H 1.938 -2.712 3.254
H 2.081 -3.930 1.975
H 2.838 -2.340 1.762
H -0.164 -2.224 -0.471
H 1.590 -2.016 -0.400
H 0.886 -3.647 -0.205
H -1.423 -2.826 1.650
H -0.360 -4.229 1.951
H -0.576 -2.942 3.189
H -1.049 4.023 0.877
H -2.820 4.091 0.860
H -1.970 3.693 2.363
H -3.424 0.461 1.205
H -3.337 1.593 2.557
H -4.211 2.069 1.060
H -2.063 0.901 -0.914
H -2.858 2.496 -1.054
H -1.077 2.366 -1.006
H 0.065 2.991 2.355
H 1.999 1.794 3.293
H 2.269 -0.618 2.869
C -2.198 -6.521 -0.578
C -2.314 -6.289 0.800
C -3.077 -5.222 1.263
C -3.678 -4.324 0.354
C -4.426 -3.159 0.848
S -5.449 -2.413 -0.298
C -6.244 -1.004 0.533
C -6.830 -1.320 1.894
C -5.724 -1.633 2.878
S -4.732 -3.117 2.525
C -3.626 -4.616 -1.025
C -2.885 -5.697 -1.488
H -1.595 -7.355 -0.943
H -1.833 -6.956 1.520
H -3.247 -5.102 2.334
H -5.495 -0.206 0.552
H -7.047 -0.738 -0.165
H -7.364 -0.434 2.250
H -7.553 -2.131 1.839
H -4.992 -0.823 2.973
H -6.157 -1.861 3.861
H -4.203 -4.010 -1.727
H -2.854 -5.909 -2.558

Calculated values
Molar mass ... 400.65 g/mol
DFT total energy ... -49122.71804 eV
Net charge ... 0

Record 4
Entry from the OMol25 dataset: a structure of composition C27H41BeNP2 at a distorted geometry (wB97M-V/def2-TZVPD).

Element x y z (Å)
P 0.620 -3.071 0.349
P 0.628 1.657 -1.181
C -0.236 -1.502 -0.254
C 0.694 -0.257 -0.704
H -0.923 -1.232 0.564
H -0.846 -1.858 -1.111
H 1.713 -0.429 -0.363
H 0.696 -0.471 -1.790
C -1.235 1.951 -0.839
H -1.839 1.409 -0.037
H -1.791 1.732 -1.759
H -1.323 3.006 -0.614
C 2.022 2.781 -0.723
H 1.965 3.673 -1.399
H 2.988 2.275 -0.949
H 2.072 3.149 0.329
C -0.400 -4.507 0.042
H -0.201 -5.225 0.861
H -0.101 -4.950 -0.922
H -1.475 -4.244 0.026
C 2.211 -3.243 -0.364
H 2.749 -2.303 -0.417
H 2.132 -3.677 -1.358
H 2.767 -3.934 0.270
Be -0.575 0.546 0.178
C 0.293 1.353 -3.217
C -1.036 1.543 -3.555
C -1.958 0.626 -4.220
C -1.296 -0.726 -4.652
C -0.655 -1.372 -3.491
C 0.677 -1.402 -3.229
C 1.759 -0.599 -3.906
C 1.264 0.829 -4.280
C 0.760 -2.907 2.128
H 0.874 2.207 -2.751
H -1.466 2.553 -3.447
H -2.462 1.068 -5.094
H -2.785 0.368 -3.538
H -2.087 -1.392 -5.046
H -0.609 -0.548 -5.495
H -1.321 -2.044 -2.955
H 1.086 -2.237 -2.652
H 2.147 -1.117 -4.804
H 2.628 -0.463 -3.236
H 2.141 1.495 -4.395
H 0.832 0.822 -5.284
H 1.820 -2.809 2.401
H 0.369 -3.822 2.597
H 0.215 -2.040 2.563
C 0.770 4.447 3.503
C -0.433 4.374 2.797
C -0.828 3.187 2.191
C -0.011 2.042 2.292
C 1.259 2.161 2.894
C 1.630 3.347 3.513
N -0.540 0.765 1.918
C -1.009 0.006 3.009
C -0.405 0.031 4.296
C -0.931 -0.693 5.363
C -2.084 -1.458 5.216
C -2.684 -1.504 3.953
C -2.181 -0.796 2.864
H 1.049 5.382 4.008
H -1.086 5.240 2.739
H -1.781 3.100 1.663
H 1.900 1.279 2.925
H 2.575 3.413 4.024
H 0.479 0.629 4.472
H -0.445 -0.658 6.332
H -2.488 -2.038 6.044
H -3.575 -2.112 3.813
H -2.683 -0.804 1.893

Calculated values
Molar mass ... 450.59 g/mol
DFT total energy ... -49120.55242 eV
Energy relative to the best compared isomer or geometry (same formula, charge and spin) ... 7.081 eV
Net charge ... 0